Entry 1:
Molecular formula: C2H2ClF2NOS
Method: DFT, ωB97M-V/def2-TZVPD

Computed properties:
Kohn-Sham gap   10.1660 eV
LUMO level   0.14 eV
Spin multiplicity   1
Relative energy (zero: lowest compared OMol25 entry of this formula, charge and spin)   92.0 kJ/mol
SMILES   O=C(NS)C(F)(F)Cl

Atoms and positions in Å:
O  1.261  -0.456  1.596
C  0.474  -0.178  0.674
N  0.913  0.564  -0.387
S  0.174  1.405  -1.607
C  -0.990  -0.586  0.589
F  -1.565  -1.126  -0.605
F  -1.757  0.450  1.021
Cl  -1.197  -1.950  1.724
H  1.905  0.886  -0.091
H  0.782  0.992  -2.915


Entry 2:
Molecular formula: C2H2ClF3S
Method: DFT, ωB97M-V/def2-TZVPD

Computed properties:
Kohn-Sham gap (alpha / beta)   6.1188 / 10.5012 eV
LUMO level (alpha / beta)   -1.73 / 0.14 eV
Spin multiplicity   1
Relative energy (zero: lowest compared OMol25 entry of this formula, charge and spin)   376.6 kJ/mol

Atoms and positions in Å:
C  1.585  0.107  -0.530
C  -1.777  0.111  -0.046
F  1.834  1.399  -0.318
F  -2.156  0.612  1.171
F  -2.425  0.833  -0.989
S  1.986  -1.087  0.686
Cl  -2.520  -1.486  -0.270
H  1.546  -0.163  -1.562
H  1.926  -0.328  1.858


Entry 3:
Molecular formula: C2H2ClFN2S
Method: DFT, ωB97M-V/def2-TZVPD

Computed properties:
Kohn-Sham gap   7.7930 eV
LUMO level   -1.36 eV
Spin multiplicity   1
Relative energy (zero: lowest compared OMol25 entry of this formula, charge and spin)   113.5 kJ/mol
SMILES   F/C=C/N=[N+](\[S-])Cl

Atoms and positions in Å:
F  -0.573  2.173  1.715
C  -0.044  1.241  0.918
C  -0.779  0.482  0.063
N  -0.559  -0.676  -0.593
N  0.507  -1.256  -0.896
S  2.043  -1.049  -0.552
Cl  0.049  -2.918  -1.722
H  1.123  1.108  1.018
H  -1.766  0.896  0.049


Entry 4:
Molecular formula: C2H2ClFO2
Method: DFT, ωB97M-V/def2-TZVPD

Computed properties:
Kohn-Sham gap   11.3074 eV
LUMO level   -0.20 eV
Spin multiplicity   1
Relative energy (zero: lowest compared OMol25 entry of this formula, charge and spin)   114.2 kJ/mol
SMILES   O=C(Cl)[C@H](O)F

Atoms and positions in Å:
O  0.531  -1.340  -1.555
C  0.637  -0.497  -0.742
Cl  2.107  0.587  -0.693
C  -0.291  -0.290  0.386
O  -1.309  0.872  0.145
F  0.215  -0.047  1.563
H  -0.992  -0.986  0.533
H  -0.897  1.701  0.362


Entry 5:
Molecular formula: C2H2ClI
Method: DFT, ωB97M-V/def2-TZVPD

Computed properties:
Kohn-Sham gap (alpha / beta)   7.6140 / 7.7364 eV
LUMO level (alpha / beta)   -0.46 / -1.80 eV
Spin multiplicity   3
Relative energy (zero: lowest compared OMol25 entry of this formula, charge and spin)   136.2 kJ/mol
<S²>   2.016

Atoms and positions in Å:
C  -0.469  0.412  1.167
C  0.311  -0.024  -0.917
Cl  0.477  -1.676  -1.113
I  1.866  1.069  -1.732
H  -1.488  0.879  1.177
H  -0.697  -0.660  1.417


Entry 6:
Molecular formula: C2H2ClIO
Method: DFT, ωB97M-V/def2-TZVPD

Computed properties:
Kohn-Sham gap   8.6066 eV
LUMO level   -0.29 eV
Spin multiplicity   1
Relative energy (zero: lowest compared OMol25 entry of this formula, charge and spin)   83.6 kJ/mol

Atoms and positions in Å:
C  -0.394  -0.423  -0.694
C  -0.662  -0.356  0.528
O  -0.004  -0.343  -1.774
Cl  1.648  1.816  0.417
I  -1.944  1.166  1.156
H  1.379  2.360  -0.779
H  0.017  -0.804  1.207